Entry 1:
This record from the Open Molecules 2025 dataset describes a structure of composition C3H5O2Pm at a distorted geometry. The level of theory is ωB97M-V/def2-TZVPD.

Calculated values
charge: +1
gap between HOMO and LUMO (spin up / spin down): 6.5 / 8.1 eV
LUMO level (spin up / spin down): -5.34 / -5.14 eV
2S+1: 6
energy relative to the best compared isomer or geometry (same formula, charge and spin): 0.000 eV
⟨S²⟩: 8.78

Last column: Löwdin spin population.
Positions of all 11 atoms, in Å:
H: -0.5880 -2.1711 2.9067  -0.048
O: -0.3469 0.2542 -0.6852  0.041
C: 0.4516 -0.5455 -0.0764  0.084
O: 1.6897 -0.0930 -0.0027  0.109
C: 2.0206 1.2266 -0.1296  0.676
H: 3.0831 1.4169 -0.0147  0.037
H: 1.3557 1.8828 -0.6847  0.040
C: -1.7764 -0.1870 -0.5558  -0.026
H: -2.3041 0.7215 -0.2287  -0.001
H: -2.0937 -0.3857 -1.5903  0.000
Pm: -1.4914 -2.1197 1.0613  4.087

Entry 2:
This record from the Open Molecules 2025 dataset describes a structure of composition C3H5O2Rh at a distorted geometry. The level of theory is ωB97M-V/def2-TZVPD.

Calculated values
charge: +2
gap between HOMO and LUMO (spin up / spin down): 10.9 / 7.7 eV
LUMO level (spin up / spin down): -9.47 / -13.49 eV
2S+1: 5
energy relative to the best compared isomer or geometry (same formula, charge and spin): 0.000 eV
⟨S²⟩: 6.02

Last column: Löwdin spin population.
Positions of all 11 atoms, in Å:
C: -2.2478 0.6379 -0.7424  0.644
C: -3.1686 -0.2283 -0.4253  0.210
O: -3.9535 -1.0513 -0.1337  0.325
H: -2.5837 1.5670 -1.2150  0.032
H: 0.9269 0.7884 1.2628  0.010
Rh: -0.3200 0.1348 -0.8230  2.514
O: 1.0965 0.3208 0.4102  0.208
C: 2.3337 -0.4077 0.4243  0.039
H: 2.5748 -0.6565 -0.6140  0.004
H: 3.1212 0.2235 0.8498  0.009
H: 2.2204 -1.3286 1.0063  0.005

Entry 3:
This record from the Open Molecules 2025 dataset describes the ion C3H5O2S2 with charge -1 at a distorted geometry. The level of theory is ωB97M-V/def2-TZVPD.

Calculated values
charge: -1
gap between HOMO and LUMO: 7.6 eV
LUMO level: 3.37 eV
SMILES: CS[C@H](S)C(=O)[O-]
energy relative to the best compared isomer or geometry (same formula, charge and spin): 0.488 eV

Last column: Mulliken charge in e.
Positions of all 12 atoms, in Å:
C: -0.4029 0.5404 1.6793  -0.739
S: 0.5462 1.5623 0.3912  -0.106
C: 0.4455 0.3856 -1.0374  -0.178
S: -1.1941 0.6311 -1.8347  -0.305
C: 0.7288 -1.1191 -0.5863  0.446
O: -0.0964 -1.9642 -1.0048  -0.753
O: 1.6125 -1.2426 0.2554  -0.656
H: -0.0644 1.0638 2.5698  0.337
H: 0.0579 -0.4199 1.5363  0.238
H: -1.4308 0.5964 1.2552  0.219
H: 1.2302 0.6341 -1.7263  0.313
H: -1.4324 -0.6677 -1.4977  0.185

Entry 4:
This record from the Open Molecules 2025 dataset describes the ion C3H5O2Se with charge -1 at a distorted geometry. The level of theory is ωB97M-V/def2-TZVPD.

Calculated values
charge: -1
gap between HOMO and LUMO: 6.8 eV
LUMO level: 3.86 eV
energy relative to the best compared isomer or geometry (same formula, charge and spin): 0.389 eV

Last column: Mulliken charge in e.
Positions of all 11 atoms, in Å:
C: 0.6014 -0.1596 0.2300  0.695
C: 1.7871 0.9720 0.3969  -0.866
C: -1.9085 -0.8034 -0.5911  -0.451
O: -0.4965 0.1482 -0.4130  -0.420
O: 0.8515 -1.2560 0.6873  -0.628
Se: -3.3286 0.1826 0.0971  -0.564
H: 1.6589 1.7270 -0.3740  0.268
H: 1.7502 1.3965 1.3848  0.237
H: -1.6792 -1.6763 0.0110  0.252
H: 2.7076 0.4220 0.2272  0.276
H: -1.9438 -0.9529 -1.6562  0.201

Entry 5:
This record from the Open Molecules 2025 dataset describes a structure of composition C3H5O3Pr at a distorted geometry. The level of theory is ωB97M-V/def2-TZVPD.

Calculated values
charge: +3
gap between HOMO and LUMO (spin up / spin down): 6.9 / 7.6 eV
LUMO level (spin up / spin down): -17.62 / -16.98 eV
2S+1: 4
energy relative to the best compared isomer or geometry (same formula, charge and spin): 2.585 eV
⟨S²⟩: 3.76

Last column: Löwdin spin population.
Positions of all 12 atoms, in Å:
H: 1.4305 -0.3111 1.8550  -0.002
C: 1.6715 -0.3173 0.7870  0.178
C: 0.4543 -0.6709 -0.0967  0.156
O: -0.0708 0.5171 -0.7270  -0.002
C: -1.3154 0.8185 -0.5474  -0.011
O: -1.6254 1.8462 -1.2474  0.006
H: 1.9862 0.6947 0.5147  0.026
H: 2.3991 -1.0359 0.3132  0.008
H: -2.5322 1.7945 -1.5829  0.000
Pr: -2.8073 -0.7079 0.9120  2.058
O: -0.3986 -1.2864 0.7392  0.536
H: 0.8081 -1.3414 -0.9198  0.046

Entry 6:
This record from the Open Molecules 2025 dataset describes a structure of composition C3H5O3S at a distorted geometry. The level of theory is ωB97M-V/def2-TZVPD.

Calculated values
charge: -1
gap between HOMO and LUMO: 7.6 eV
LUMO level: 3.94 eV
energy relative to the best compared isomer or geometry (same formula, charge and spin): 3.126 eV

Last column: Mulliken charge in e.
Positions of all 12 atoms, in Å:
C: -2.4542 -0.0942 0.0450  -0.272
C: 2.1629 -0.8748 -0.4419  -0.515
C: 1.5106 -0.2748 0.4773  -0.416
O: -0.1958 1.7378 1.1497  -0.733
O: 0.1351 1.2514 -1.2190  -0.635
O: -2.6988 -1.2645 -0.0036  -0.568
S: -0.1399 0.6391 0.0628  0.689
H: -2.6956 0.5943 -0.7438  0.267
H: -2.5925 0.5245 0.8471  0.338
H: 3.1692 -1.1199 -0.1873  0.242
H: 1.9762 -0.9468 -1.5003  0.279
H: 1.8229 -0.1720 1.5141  0.325